(1)
80
Properties=species:S:1:pos:R:3 method="wB97M-V/def2-TZVPD" energy_ha=-2557.9951 homo_energy_ev="-13.670 / -16.512" e_above_lowest_ev=0.355 lumo_ha="-0.28770 / -0.44170" total_charge=+3 s_squared=6.015 spin_multiplicity=5
Ir -0.312 -0.007 0.090
P -1.855 1.685 -0.053
P -1.990 -1.376 1.268
P 1.431 1.367 -0.747
H -1.847 -2.252 -1.168
C -0.967 -1.632 -1.331
C 0.258 -2.091 -0.807
H 0.240 -2.918 -0.104
C -2.858 1.616 -1.566
C -3.128 1.810 1.291
C -1.299 3.442 0.075
C -1.526 -3.148 1.447
C -2.351 -1.029 3.037
C -3.676 -1.560 0.526
C 2.962 0.487 -1.229
C 2.107 2.614 0.435
C 0.974 2.444 -2.172
H -1.046 -0.891 -2.131
H 1.191 -1.960 -1.347
H -3.592 2.430 -1.561
H -3.387 0.660 -1.617
H -2.215 1.719 -2.444
H -3.830 2.620 1.041
H -2.679 2.064 2.262
H -3.712 0.896 1.420
H -2.183 4.097 0.102
H -0.689 3.736 -0.782
H -0.728 3.615 0.998
H -2.297 -3.656 2.043
H -0.560 -3.216 1.964
H -1.461 -3.636 0.469
H -3.305 -1.511 3.297
H -2.437 0.042 3.256
H -1.569 -1.467 3.670
H -4.153 -2.407 1.041
H -3.605 -1.795 -0.541
H -4.308 -0.675 0.648
H 3.724 1.237 -1.493
H 2.787 -0.164 -2.096
H 3.337 -0.119 -0.395
H 3.011 3.057 -0.012
H 2.383 2.135 1.385
H 1.373 3.408 0.634
H 1.720 2.306 -2.966
H 0.968 3.502 -1.883
H -0.017 2.188 -2.578
C 1.130 -1.059 -5.319
C 0.600 -0.543 -6.519
C 0.835 -1.202 -7.725
C 1.582 -2.389 -7.760
C 2.120 -2.883 -6.570
C 1.903 -2.234 -5.350
S 0.852 -0.144 -3.839
H 0.648 -1.081 -2.847
H 0.005 0.370 -6.468
H 0.434 -0.770 -8.643
H 1.756 -2.897 -8.708
H 2.724 -3.789 -6.601
H 2.311 -2.618 -4.414
C -0.138 2.123 4.581
N 0.602 0.872 4.392
C 0.412 -0.057 5.505
C 0.826 0.365 3.123
N 0.146 0.833 2.088
N 1.789 -0.596 3.034
C 2.875 -0.652 4.014
C 2.073 -1.229 1.767
H 0.003 2.396 5.630
H -1.216 1.998 4.383
H 0.288 2.911 3.945
H 1.026 -0.952 5.398
H 0.704 0.465 6.422
H -0.642 -0.363 5.600
H -0.427 1.629 2.368
H 2.826 -1.582 4.600
H 3.838 -0.653 3.482
H 2.846 0.218 4.686
H 1.212 -1.005 1.088
H 3.020 -0.828 1.359
H 2.155 -2.320 1.923



(2)
80
Properties=species:S:1:pos:R:3 method="wB97M-V/def2-TZVPD" energy_ha=-2557.3497 homo_energy_ev="-17.356 / -20.151" e_above_lowest_ev=3.196 lumo_ha="-0.43294 / -0.55597" total_charge=+4 s_squared=8.794 spin_multiplicity=6
Ir 0.132 0.014 -0.128
P -0.624 1.896 0.981
P -2.292 -0.270 -0.572
P 2.282 1.128 -0.345
H 1.464 -1.585 -5.219
C 2.397 -1.320 -4.689
C 2.703 -2.219 -3.716
H 1.926 -3.027 -3.585
C -0.970 3.430 0.030
C -2.191 1.924 1.945
C 0.423 2.553 2.353
C -2.785 -1.780 -1.463
C -3.549 -0.452 0.780
C -2.912 1.052 -1.690
C 3.575 0.531 -1.508
C 3.275 1.131 1.222
C 2.253 2.914 -0.804
H 3.029 -0.545 -5.157
H 3.714 -2.461 -3.299
H -1.358 4.160 0.756
H -1.732 3.229 -0.730
H -0.068 3.831 -0.439
H -2.196 2.835 2.561
H -2.259 1.050 2.606
H -3.067 1.973 1.288
H -0.174 3.310 2.889
H 1.339 3.034 1.997
H 0.692 1.768 3.074
H -3.740 -2.121 -1.019
H -2.036 -2.556 -1.275
H -2.934 -1.687 -2.554
H -4.220 0.408 0.818
H -3.056 -0.581 1.744
H -4.166 -1.343 0.610
H -3.636 0.578 -2.365
H -2.118 1.491 -2.305
H -3.432 1.852 -1.149
H 4.399 1.259 -1.567
H 3.179 0.375 -2.518
H 4.007 -0.415 -1.163
H 3.955 1.997 1.218
H 3.872 0.206 1.272
H 2.614 1.206 2.094
H 3.258 3.218 -1.135
H 1.963 3.530 0.056
H 1.539 3.053 -1.625
C -0.036 -0.853 -3.559
C 0.297 0.411 -4.134
C -0.735 1.185 -4.670
C -1.948 0.537 -4.957
C -2.043 -0.852 -4.869
C -1.101 -1.563 -4.131
S 0.781 -1.380 -2.147
H 0.261 0.521 -1.753
H 1.325 0.792 -4.111
H -0.555 2.262 -4.849
H -2.831 1.143 -5.222
H -2.892 -1.346 -5.339
H -1.122 -2.631 -3.922
C 2.830 -1.821 3.329
N 1.399 -1.898 3.554
C 1.018 -2.608 4.766
C 0.523 -1.368 2.664
N 0.912 -1.149 1.418
N -0.798 -1.191 3.130
C -1.012 -0.472 4.396
C -1.738 -2.303 2.950
H 3.361 -2.163 4.234
H 3.150 -0.782 3.144
H 3.109 -2.460 2.475
H 1.015 -1.927 5.623
H 0.033 -3.048 4.623
H 1.735 -3.415 4.966
H 1.796 -1.609 1.209
H -2.035 -0.079 4.448
H -0.910 -1.114 5.281
H -0.320 0.374 4.454
H -2.734 -2.051 3.342
H -1.821 -2.534 1.886
H -1.387 -3.186 3.493



(3)
80
Properties=species:S:1:pos:R:3 method="wB97M-V/def2-TZVPD" energy_ha=-2162.4582 homo_energy_ev=-15.487 e_above_lowest_ev=1.302 lumo_ha=-0.34700 total_charge=+3
La -0.651 0.071 -0.079
P 1.713 1.620 1.280
P -1.161 2.883 -1.602
P 1.753 -0.173 -1.925
H -1.173 -4.917 -0.414
C -0.091 -4.893 -0.350
C 0.582 -4.697 0.800
H 0.011 -4.411 1.716
C 1.312 2.279 2.946
C 2.525 3.117 0.605
C 3.185 0.611 1.714
C -2.515 2.612 -2.709
C -1.609 3.962 -0.342
C 0.273 3.321 -2.482
C 2.483 -1.814 -1.535
C 3.320 0.764 -2.102
C 1.329 -0.476 -3.683
H 0.458 -5.123 -1.292
H 1.660 -4.573 0.847
H 1.435 1.507 3.717
H 0.275 2.638 2.957
H 1.981 3.121 3.176
H 1.762 3.868 0.360
H 3.107 2.881 -0.294
H 3.191 3.523 1.379
H 2.909 -0.136 2.471
H 3.975 1.259 2.120
H 3.569 0.087 0.829
H -2.726 3.661 -2.922
H -3.372 2.110 -2.240
H -2.223 2.051 -3.604
H -1.895 4.808 -0.971
H -0.767 4.244 0.275
H -2.458 3.652 0.252
H -0.128 4.205 -2.971
H 0.634 2.620 -3.232
H 1.078 3.614 -1.815
H 3.064 -2.150 -2.406
H 1.701 -2.552 -1.308
H 3.150 -1.722 -0.667
H 3.876 0.353 -2.957
H 3.937 0.667 -1.199
H 3.119 1.826 -2.283
H 2.267 -0.628 -4.234
H 0.788 0.378 -4.110
H 0.693 -1.365 -3.784
C -2.019 -1.361 -2.751
C -2.770 -0.628 -3.660
C -2.951 -1.082 -4.957
C -2.378 -2.321 -5.348
C -1.698 -3.100 -4.418
C -1.527 -2.653 -3.107
O -1.688 -0.970 -1.507
H -0.828 1.542 -1.426
H -3.251 0.319 -3.342
H -3.529 -0.526 -5.706
H -2.489 -2.694 -6.373
H -1.283 -4.078 -4.655
H -1.029 -3.191 -2.336
C 0.994 -2.305 4.063
N -0.082 -1.344 4.291
C -0.006 -0.615 5.553
C -0.761 -0.851 3.229
N -0.385 -1.127 1.966
N -1.810 -0.012 3.405
C -2.578 0.042 4.636
C -2.424 0.592 2.226
H 1.843 -1.862 3.511
H 1.349 -2.614 5.048
H 0.628 -3.191 3.525
H 0.009 0.476 5.404
H -0.834 -0.899 6.214
H 0.929 -0.915 6.035
H 0.369 -1.808 1.905
H -2.204 0.834 5.300
H -3.614 0.282 4.374
H -2.563 -0.925 5.152
H -1.712 1.319 1.765
H -2.761 -0.183 1.503
H -3.293 1.166 2.548



(4)
80
Properties=species:S:1:pos:R:3 method="wB97M-V/def2-TZVPD" energy_ha=-2057.5204 homo_energy_ev="-16.906 / -16.906" e_above_lowest_ev=0.000 lumo_ha="-0.44046 / -0.44044" total_charge=+3
Pb -1.205 0.009 -0.825
P -0.050 -2.465 -1.360
P -0.026 2.581 -1.014
N 1.899 0.130 -2.374
C 1.570 -2.342 -2.239
H 2.134 -3.258 -1.988
H 1.355 -2.362 -3.324
C 2.473 -1.142 -1.923
H 2.658 -1.074 -0.844
H 3.445 -1.295 -2.435
C 2.483 1.342 -1.782
H 3.444 1.558 -2.279
H 2.685 1.148 -0.718
C 1.579 2.580 -1.932
H 1.352 2.733 -2.993
H 2.144 3.450 -1.563
C 0.262 3.576 0.549
C -0.909 3.466 1.534
H -0.640 4.000 2.461
H -1.131 2.426 1.807
H -1.825 3.930 1.140
C -1.138 3.618 -2.098
C -2.512 3.896 -1.476
H -3.146 4.354 -2.249
H -2.455 4.613 -0.645
H -3.016 2.980 -1.138
C -1.150 -3.367 -2.568
C -2.530 -3.719 -2.000
H -3.152 -4.089 -2.828
H -3.048 -2.854 -1.566
H -2.477 -4.522 -1.253
C 0.222 -3.613 0.093
C -0.965 -3.651 1.056
H -0.663 -4.212 1.958
H -1.830 -4.173 0.626
H -1.276 -2.655 1.381
C -4.239 -0.131 0.081
C -0.510 4.910 -2.644
H -0.466 5.701 -1.885
H 0.489 4.753 -3.059
H -1.157 5.274 -3.453
C -0.502 -4.584 -3.250
H -1.143 -4.864 -4.098
H 0.496 -4.370 -3.639
H -0.452 -5.452 -2.581
C 0.634 -5.046 -0.284
H 1.057 -5.529 0.612
H -0.232 -5.653 -0.590
H 1.406 -5.092 -1.069
C 0.629 5.050 0.338
H -0.252 5.666 0.117
H 1.055 5.435 1.276
H 1.389 5.204 -0.443
H 1.133 3.060 0.991
H 1.074 -3.135 0.609
H -1.290 2.937 -2.960
H -1.292 -2.591 -3.351
O -5.380 -0.068 0.073
H 1.970 0.192 -3.375
H -2.747 0.352 -1.702
C 2.715 -0.279 1.863
N 1.789 -0.250 2.988
C 2.317 -0.669 4.279
C 0.465 -0.188 2.675
O 0.114 -0.213 1.442
N -0.489 -0.105 3.655
C -0.239 0.469 4.970
C -1.884 -0.230 3.244
H 3.727 -0.252 2.287
H 2.560 0.586 1.221
H 2.601 -1.203 1.272
H 2.408 0.179 4.965
H 1.692 -1.454 4.737
H 3.311 -1.074 4.095
H -1.184 0.895 5.318
H 0.080 -0.300 5.685
H 0.513 1.270 4.922
H -2.176 0.544 2.521
H -2.060 -1.216 2.800
H -2.489 -0.128 4.151